1.
ORCA calculation (ωB97M-V/def2-TZVPD) on a molecular structure, C36H34Cl3N8O3S4SbTi at a distorted geometry.

Calculated values
Gap between HOMO and LUMO (spin up / spin down): 3.8699 / 6.0195 eV
Calculated total energy: -166513.4190 eV
Spin multiplicity: 3
Largest force on an atom: 2.0 eV/A
Net charge: -2

```
90
C36H34Cl3N8O3S4SbTi (ωB97M-V/def2-TZVPD)
Ti -1.42 -0.95 -0.91
Cl -6.26 3.21 -4.64
C -5.01 2.48 -3.67
C -4.74 1.13 -3.82
C -3.72 0.58 -3.06
Cl -3.21 -1.04 -3.22
C -2.96 1.34 -2.14
O -1.98 0.81 -1.48
C -3.29 2.70 -2.04
Cl -2.35 3.66 -0.95
C -4.30 3.28 -2.79
H -5.30 0.51 -4.50
H -4.52 4.33 -2.69
S -3.09 -5.54 0.17
Sb -3.12 -3.78 -1.28
S -3.52 -1.71 -0.09
S -0.92 -3.05 -1.94
S -4.53 -4.14 -3.04
C 0.56 -2.05 2.43
N 1.00 -2.81 3.61
C 1.52 -4.10 3.14
N 0.53 -4.86 2.39
C 0.10 -4.05 1.24
N -0.46 -2.75 1.65
C -1.60 -3.03 2.55
N -1.21 -3.82 3.72
C -0.18 -3.08 4.44
C -0.64 -5.08 3.25
H 1.43 -1.87 1.79
H 0.17 -1.09 2.78
H 1.83 -4.69 4.02
H 2.39 -3.92 2.51
H -0.66 -4.62 0.70
H 0.96 -3.88 0.60
H -2.36 -3.58 2.00
H -2.01 -2.08 2.90
H 0.14 -3.68 5.31
H -0.59 -2.13 4.79
H -1.40 -5.62 2.68
H -0.33 -5.67 4.11
N 2.30 7.38 4.79
C 1.79 6.45 4.30
C 1.15 5.34 3.75
C 1.77 4.52 2.76
C 1.15 3.41 2.27
C -0.14 3.03 2.72
C -0.78 3.86 3.68
C -0.16 4.97 4.18
N -0.77 1.88 2.24
C -1.90 1.28 2.77
C -2.22 0.23 1.96
N -1.31 0.15 0.94
C -0.46 1.17 1.13
H 2.76 4.79 2.40
H 1.66 2.79 1.53
H -1.78 3.63 4.01
H -0.67 5.59 4.90
H -2.36 1.60 3.69
H -3.06 -0.42 2.04
H 0.36 1.40 0.48
C 4.24 1.41 -3.38
O 3.44 0.25 -3.37
C 2.21 0.37 -3.98
C 1.95 -0.51 -5.01
C 0.82 -0.38 -5.80
C -0.01 0.72 -5.60
C 0.19 1.55 -4.52
C 1.24 1.34 -3.62
N 1.33 2.15 -2.49
C 1.95 1.88 -1.28
C 2.31 0.63 -0.73
C 3.49 0.57 0.06
C 4.04 -0.63 0.43
C 3.44 -1.83 0.05
C 2.22 -1.80 -0.59
C 1.58 -0.60 -0.90
O 0.29 -0.61 -1.23
H 3.90 2.17 -2.67
H 4.28 1.86 -4.38
H 5.24 1.09 -3.09
H 2.67 -1.30 -5.19
H 0.62 -1.09 -6.59
H -0.83 0.90 -6.28
H -0.48 2.38 -4.35
H 0.67 2.91 -2.47
H 2.33 2.78 -0.80
H 3.99 1.50 0.30
H 4.96 -0.64 1.00
H 3.92 -2.77 0.28
H 1.70 -2.71 -0.86
```

Mulliken population analysis, charges in e, atoms 1 to 2: 0.3078, -0.2653

---

2.
ORCA calculation (ωB97M-V/def2-TZVPD) on 2 unconnected molecules or ions with the total composition C6H9NO3 at a distorted geometry.

Calculated values
Gap between HOMO and LUMO: 10.5482 eV
Calculated total energy: -13996.4445 eV
Energy above the lowest of the compared OMol25 structures with the same formula, charge and spin: 401.74 kJ/mol
Largest force on an atom: 5.3 eV/A
SMILES string: N#CCC#C[C@H](O)CO.O

```
19
C6H9NO3 (ωB97M-V/def2-TZVPD)
N -3.26 -1.37 -1.59
C -2.96 -0.72 -0.64
C -2.27 0.38 0.08
C -0.81 0.32 0.02
C 0.40 0.33 -0.07
C 1.86 0.26 -0.20
O 2.46 -0.58 0.77
C 2.49 1.66 -0.15
O 3.89 1.57 -0.35
H -2.61 0.36 1.13
H -2.63 1.33 -0.34
H 2.11 -0.19 -1.17
H 2.20 -0.29 1.65
H 2.26 2.14 0.81
H 2.08 2.29 -0.96
H 4.25 0.93 0.27
O -3.43 -2.81 0.49
H -3.48 -2.84 -0.65
H -2.54 -2.77 0.88
```

Mulliken population analysis, charges in e, atoms 1 to 2: -0.5738, 0.3441

---

3.
ORCA calculation (ωB97M-V/def2-TZVPD) on 3 unconnected molecules or ions with the total composition C14H18BClF17NO5S at a distorted geometry.

Calculated values
Gap between HOMO and LUMO: 11.0882 eV
Calculated total energy: -96770.0869 eV
Largest force on an atom: 3.1 eV/A
SMILES string: CC[C@@H](Cl)N(B(C)O)S(=O)(=O)F.FC(F)C(F)(F)COC(F)(F)C(F)F.FC(F)C(F)(F)COC(F)(F)C(F)F

```
58
C14H18BClF17NO5S (ωB97M-V/def2-TZVPD)
C 0.85 -1.29 -1.67
C 2.07 -1.14 -0.74
C 2.69 0.25 -0.65
Cl 2.38 1.27 -2.08
N 2.35 1.01 0.57
B 0.88 1.07 0.88
C -0.11 2.04 0.16
O 0.39 0.19 1.81
S 3.24 0.58 1.85
O 3.47 -0.79 1.93
O 2.76 1.21 2.98
F 4.60 1.21 1.51
H 0.18 -1.99 -1.19
H 1.17 -1.74 -2.59
H 0.29 -0.38 -1.81
H 1.84 -1.55 0.22
H 2.84 -1.77 -1.15
H 3.75 0.12 -0.64
H 0.32 3.02 0.09
H -1.00 2.06 0.74
H -0.31 1.63 -0.82
H 0.27 0.58 2.67
F 0.90 -6.33 -3.11
C 1.09 -7.67 -3.07
F 0.85 -8.15 -4.32
C 0.14 -8.35 -2.09
F -1.14 -8.22 -2.49
F 0.43 -9.68 -2.13
C 0.25 -7.93 -0.61
O -0.67 -6.97 -0.14
C -0.42 -5.64 -0.31
F 0.84 -5.44 -0.73
F -0.53 -5.06 0.90
C -1.45 -4.99 -1.24
F -1.48 -5.60 -2.44
F -1.12 -3.69 -1.43
H 2.13 -7.88 -2.82
H 0.01 -8.83 -0.04
H 1.27 -7.68 -0.33
H -2.45 -5.05 -0.81
F -3.75 6.30 1.80
C -3.68 5.88 0.52
F -4.36 4.71 0.44
C -2.24 5.65 0.08
F -1.68 4.64 0.78
F -2.29 5.24 -1.22
C -1.29 6.87 0.11
O -0.45 7.01 1.23
C -0.92 7.61 2.37
F -2.10 8.21 2.14
F -0.04 8.58 2.69
C -0.98 6.63 3.54
F -1.76 5.57 3.25
F -1.50 7.25 4.62
H -4.17 6.62 -0.13
H -0.60 6.71 -0.72
H -1.82 7.79 -0.12
H 0.03 6.27 3.79
```

Mulliken population analysis, charges in e, atoms 1 to 2: -1.0215, -0.7421